6 unconnected molecules or ions with the total composition C26H59FNO12P, computed with ωB97M-V with the def2-TZVPD basis set.

The SMILES is CCCO[C@H]1C(=O)N[C@](CC)(C[C@H](C)F)[C@@]1(CCOC=O)CP(=O)(O)O.CCO.CCO.CCO.CCO.CCO.

Each line ends with the Mulliken charge.
Cartesian coordinates (Å):
H1 3.33 2.97 3.13  -0.162
H2 3.89 1.29 7.36  0.347
C1 2.42 -4.11 1.14  -0.028
O1 1.35 1.42 5.13  -0.482
H3 -0.44 -2.18 -1.12  -0.517
H4 -2.00 -1.56 -1.52  1.404
H5 -2.69 -1.48 3.31  0.644
C2 -1.54 -1.51 0.62  3.291
H6 0.91 1.59 0.03  0.553
O2 -2.13 1.81 -0.14  -0.557
H7 -1.74 1.57 -5.15  0.310
H8 4.10 4.54 3.36  0.371
H9 2.69 5.74 -4.18  0.245
H10 -1.42 1.81 -2.36  -0.022
H11 1.13 -0.36 -5.51  0.457
C3 -4.12 -0.99 0.15  -0.505
H12 2.14 -2.59 -5.01  0.339
H13 2.87 2.69 7.02  0.334
H14 1.43 4.84 -5.03  0.238
H15 -4.85 -4.34 3.99  0.430
C4 0.77 -2.45 1.26  0.099
N1 -2.81 0.40 1.60  -0.539
C5 2.05 -1.84 -4.22  -0.562
H16 2.99 0.56 -1.45  0.620
H17 2.27 0.39 1.47  0.164
P1 -1.96 -3.88 -1.04  0.469
O3 5.06 3.20 2.11  -0.522
C6 2.33 0.12 -0.70  0.218
C7 -1.48 -2.18 -0.79  -1.133
C8 -3.42 -1.73 2.53  -2.585
H18 2.18 -0.92 -0.98  -0.119
O4 -3.57 -3.97 -1.06  -0.570
H19 -2.28 4.02 -5.08  0.431
H20 3.41 1.43 4.91  0.095
H21 -0.02 -1.37 -4.62  0.274
C9 -1.69 3.55 -4.30  -0.901
H22 5.55 3.90 1.66  0.299
H23 3.95 3.62 -3.79  0.336
O5 1.85 -2.47 -2.96  -0.418
C10 3.01 0.24 0.67  -1.387
C11 -0.81 -0.13 0.44  -0.930
H24 -1.87 -4.81 -2.98  0.350
O6 -0.12 -0.04 -0.76  0.737
C12 -5.00 -3.71 3.11  -1.498
H25 -3.05 1.90 -4.01  0.296
H26 1.01 -2.95 -2.99  0.215
H27 1.39 -1.81 1.89  0.718
C13 -1.98 2.06 -4.20  -0.349
O7 2.21 3.47 -2.79  -0.347
H28 2.71 2.71 -4.65  0.195
H29 2.76 3.57 0.78  0.145
H30 -5.40 -2.65 0.76  0.192
C14 -1.93 0.87 0.57  -0.648
H31 3.71 1.08 0.70  0.380
H32 0.92 1.43 -1.72  -0.752
C15 2.49 4.85 -4.79  -1.010
C16 3.00 4.34 1.50  -0.917
C17 2.89 3.60 -4.04  -0.222
H33 3.59 -0.66 0.90  0.307
H34 -0.77 -1.83 2.60  0.683
H35 2.07 4.76 1.90  0.344
H36 1.29 2.38 5.12  0.282
H37 -0.63 3.71 -4.52  -0.010
H38 2.63 -5.16 1.34  0.389
H39 2.67 -0.02 5.60  0.297
H40 3.05 4.94 -5.72  0.368
C18 3.86 3.77 2.61  0.070
H41 1.26 3.41 -2.97  0.135
O8 -1.20 1.41 -3.21  -0.102
H42 -1.11 -3.33 1.76  0.492
H43 -5.53 -4.30 2.36  0.352
H44 3.00 -1.32 -4.13  0.313
H45 -4.34 -1.22 2.82  0.865
C19 0.94 -0.86 -4.55  -0.551
H46 -5.64 -2.88 3.39  0.334
F1 -2.67 -3.75 3.53  -0.441
C20 -3.63 -3.25 2.62  1.061
C21 2.91 1.60 7.01  -1.178
C22 0.99 0.86 -0.79  -0.094
H47 -3.81 -4.84 -0.71  0.356
H48 0.85 -0.10 -3.77  -0.108
C23 -2.98 -1.06 1.21  1.138
O9 1.18 -3.81 1.50  -0.286
H49 3.53 5.14 0.97  0.377
H50 -5.95 -1.06 1.34  0.362
O10 -1.55 -3.98 -2.59  -0.475
O11 3.22 -3.33 0.69  -0.442
H51 -6.14 -1.51 -0.35  0.488
H52 -0.16 0.04 1.32  0.328
H53 -4.29 0.07 -0.04  0.568
H54 2.15 1.22 7.70  0.280
H55 -2.26 0.44 2.47  0.508
H56 -3.38 -3.73 1.67  -0.115
H57 -1.92 4.05 -3.35  0.311
C24 -5.47 -1.59 0.52  -1.673
C25 -0.71 -2.33 1.63  -1.716
C26 2.64 1.07 5.61  0.047
H58 -3.82 -1.42 -0.80  0.251
H59 1.01 -2.19 0.23  -0.927
O12 -1.38 -4.91 -0.16  -0.701

---

A molecular structure, C26H59INO12P2S2 in a non-equilibrium geometry, computed with ωB97M-V with the def2-TZVPD basis set.

The total charge is -1.

Each line ends with the Mulliken charge.
Cartesian coordinates (Å):
C1 -3.60 1.59 -2.50  -1.096
H1 -7.22 1.82 -5.32  0.416
H2 -2.66 3.71 6.78  0.374
H3 3.78 -7.62 -4.26  0.268
S1 2.33 2.02 0.31  0.966
H4 -1.72 1.65 7.96  0.325
I1 3.95 0.74 -2.22  0.048
H5 -6.38 -0.45 -5.95  0.331
H6 7.91 -4.95 -1.91  0.218
H7 2.12 0.81 7.28  0.324
C2 -1.49 6.26 2.26  -0.948
H8 6.46 -7.46 -0.92  0.335
H9 6.98 -2.91 -0.99  0.238
H10 4.04 -3.08 -0.20  0.378
H11 -6.11 -5.06 -3.40  0.280
H12 -6.71 1.53 -3.64  0.225
H13 -5.63 -4.35 -1.12  0.341
C3 2.86 -7.11 -4.57  -1.024
H14 -1.03 -0.21 -0.95  0.257
C4 6.12 -2.61 -0.39  -0.971
C5 -0.99 2.26 7.36  -0.718
C6 6.63 -6.68 -1.67  -0.359
H15 -3.01 2.19 -3.20  0.358
H16 0.33 -0.46 0.20  0.320
C7 -6.64 -0.22 -4.92  -0.362
H17 2.59 -7.46 -5.57  0.356
P1 -6.03 -1.13 -2.46  1.039
C8 -0.82 4.06 5.55  0.097
O1 3.53 -5.17 -3.29  -0.340
H18 6.39 -2.61 0.67  0.346
O2 5.40 -5.97 -1.79  -0.396
H19 -2.57 6.53 2.36  0.347
C9 -3.56 0.12 -2.87  -0.001
O3 4.67 -3.66 -2.02  -0.302
H20 -0.07 0.29 7.05  0.384
H21 -1.83 6.31 0.01  0.364
C10 -1.84 3.11 6.30  -0.893
O4 3.70 2.64 0.36  -0.667
C11 0.07 1.33 6.62  -0.501
O5 -7.51 -1.49 -2.55  -0.783
O6 -5.44 -2.67 -2.26  -0.347
H22 -0.86 7.18 2.46  0.310
H23 -7.03 -3.29 -1.07  0.330
C12 2.34 2.30 5.66  -0.978
C13 -6.88 -4.52 -2.85  -1.029
P2 5.15 -4.91 -3.06  1.077
H24 -7.60 -5.24 -2.46  0.357
H25 2.47 1.55 4.83  0.290
H26 -7.68 -0.54 -4.78  0.302
H27 0.36 0.78 -2.61  0.147
H28 2.08 -7.41 -3.87  0.279
H29 1.64 2.48 7.77  0.295
H30 -0.34 1.23 0.02  0.126
H31 -3.20 1.74 -1.49  0.298
H32 5.86 -1.59 -0.68  0.184
H33 -0.21 3.43 4.84  -0.147
C14 2.06 1.55 -1.46  -0.882
C15 3.03 -5.60 -4.55  -0.339
H34 -0.45 3.02 8.00  0.346
C16 -0.10 0.29 -0.53  -0.862
C17 -6.27 -3.70 -1.73  -0.332
C18 0.95 0.44 -1.70  -0.141
H35 1.82 2.43 -2.11  0.672
C19 1.58 1.74 6.92  -0.520
H36 -1.46 4.66 0.72  0.175
H37 3.38 2.59 6.01  0.349
H38 2.06 -5.13 -4.70  0.344
C20 -6.52 1.27 -4.69  -0.932
H39 0.10 5.07 3.22  0.198
O7 5.66 -5.83 -4.17  -0.788
O8 -4.46 -0.62 -2.07  -0.320
H40 -3.70 -0.01 -3.94  0.294
C21 4.93 -3.53 -0.63  -0.140
H41 1.90 3.23 5.22  0.170
H42 -0.15 1.29 5.51  0.323
H43 6.89 -7.19 -2.60  0.299
H44 -5.51 1.61 -4.93  0.226
C22 0.36 5.93 0.53  -0.851
H45 5.06 -4.48 -0.12  0.281
H46 -4.62 1.97 -2.49  0.305
H47 -0.11 4.50 6.32  0.365
H48 0.58 6.77 -0.19  0.333
O9 2.39 0.82 1.23  -0.685
H49 -7.39 -3.88 -3.58  0.272
N1 1.18 3.16 0.80  -0.197
H50 8.69 -6.34 -1.13  0.413
H51 3.68 -5.26 -5.36  0.335
H52 0.95 6.16 1.46  0.382
H53 7.54 -5.35 -0.24  0.229
H54 -1.26 6.19 5.11  0.263
S2 1.01 4.41 -0.33  0.896
C23 -1.19 5.75 0.77  -0.307
H55 1.43 -0.53 -2.01  0.343
H56 -2.56 -0.26 -2.66  0.226
C24 7.76 -5.78 -1.21  -0.933
H57 -1.41 4.11 2.79  0.235
H58 -2.23 2.37 5.55  0.289
O10 -0.01 4.11 -1.41  -0.639
C25 -1.56 5.19 4.71  -0.861
C26 -1.02 5.08 3.22  -0.203
O11 -5.75 -0.97 -4.10  -0.388
H59 -2.68 5.10 4.71  0.354
O12 2.27 4.83 -1.03  -0.663

---

4 unconnected molecules or ions with the total composition C26H59N3O7, computed with ωB97M-V with the def2-TZVPD basis set.

The SMILES is CCCN[C@H]1C(=O)NC[C@]1(CCC)CCCCN.COCCOC.COCCOC.COCCOC. For the energy relative to the best compared isomer or geometry (same formula, charge and spin), the calculation gives 0.0 kcal per mole.

Each line ends with the Mulliken charge.
Cartesian coordinates (Å):
C1 8.10 4.06 4.62  -0.658
C2 -1.16 -1.66 -2.46  -1.611
C3 -0.17 -2.00 -1.32  2.286
H1 -2.81 -0.28 -2.48  0.299
H2 0.77 3.51 3.55  0.366
O1 1.11 2.36 1.17  -0.166
H3 6.90 1.37 1.63  0.375
C4 -0.05 -0.86 -0.30  -1.592
H4 7.01 4.01 4.59  0.253
H5 1.75 -3.82 0.46  -0.415
H6 3.07 2.82 1.67  0.273
H7 -3.47 -2.49 0.35  0.095
H8 -9.15 2.99 -1.63  0.330
C5 -3.72 -2.21 -2.46  -0.313
H9 -3.38 -2.83 -3.30  0.306
H10 -8.29 -0.87 -1.55  0.434
H11 -9.87 1.57 -0.83  0.240
H12 3.23 -5.76 -0.88  0.374
H13 0.45 6.26 1.43  0.232
C6 1.73 3.73 3.07  -0.828
H14 2.94 -1.32 -1.74  0.330
H15 -3.66 -4.09 -1.31  0.383
O2 1.68 4.97 2.40  -0.347
H16 6.78 4.93 2.20  0.472
C7 2.11 2.60 2.14  -0.274
H17 -8.69 1.57 -4.66  0.380
H18 -1.24 -2.55 -3.10  0.567
H19 -2.65 -1.08 -0.96  0.558
H20 7.58 2.91 1.08  0.372
H21 9.06 1.72 2.68  0.366
N1 0.18 -4.39 -1.54  -0.140
H22 2.22 1.68 2.73  0.382
H23 -4.57 -1.64 -2.83  0.040
O3 -6.66 0.00 -2.51  -0.318
C8 1.42 2.89 -0.11  -0.936
N2 2.41 -2.00 -1.22  -0.164
C9 0.36 5.40 2.08  -0.727
H24 -1.64 -3.55 -0.99  -0.903
H25 5.03 4.81 2.49  0.217
H26 -0.20 4.61 1.56  0.281
H27 2.32 -6.08 0.59  0.377
H28 0.77 -2.20 1.23  0.076
H29 -5.25 -3.50 -1.70  0.538
C10 3.30 -3.11 -0.88  -0.987
H30 8.46 3.49 5.48  0.325
H31 0.53 2.79 -0.72  0.245
H32 7.78 1.77 3.90  0.327
C11 -9.09 1.90 -1.51  -0.678
C12 1.20 -2.29 -2.01  -0.022
O4 8.68 3.58 3.42  -0.378
C13 7.17 2.38 1.94  -0.622
O5 1.66 -4.31 -3.31  -0.629
C14 -0.58 -3.40 -0.76  0.048
C15 -2.59 -1.26 -2.03  -0.795
C16 -7.35 0.20 -3.73  -0.511
H33 5.68 4.42 0.89  0.302
H34 -4.95 -3.11 0.54  0.278
H35 3.53 -3.75 -1.74  0.427
C17 -0.67 -0.89 2.18  -1.684
H36 3.29 -3.59 1.22  0.541
H37 0.59 -5.16 -1.03  0.373
H38 -8.12 1.64 -1.08  0.282
C18 0.41 -1.18 1.14  0.300
C19 5.87 4.37 1.96  -0.856
H39 -0.18 5.69 2.98  0.328
H40 -1.01 -0.33 -0.22  0.806
H41 -1.49 -1.62 2.11  0.299
C20 -4.25 -3.17 -1.38  -0.936
H42 2.23 2.33 -0.57  0.279
H43 -1.07 0.11 2.02  0.347
H44 1.25 -1.68 -2.92  0.728
O6 -9.31 1.25 -2.75  -0.372
H45 -0.27 -0.93 3.20  0.442
H46 0.64 -0.12 -0.72  -0.072
O7 5.98 3.02 2.38  -0.222
H47 -7.65 2.30 -3.42  0.330
C21 -7.21 -1.02 -1.69  -0.851
H48 1.70 3.94 -0.05  0.461
H49 -0.49 -3.55 0.32  0.335
H50 4.03 -5.75 0.69  0.359
C22 -8.25 1.41 -3.67  -0.583
H51 -6.61 0.34 -4.52  0.375
H52 -7.04 -2.01 -2.14  0.295
H53 -6.71 -0.98 -0.73  0.269
H54 1.27 -0.54 1.36  0.083
N3 -4.39 -2.52 -0.07  -0.511
H55 -7.94 -0.69 -3.98  0.348
H56 8.41 5.10 4.73  0.242
C23 3.12 -5.47 0.16  -1.627
H57 4.25 -2.65 -0.58  0.426
C24 2.81 -3.97 0.31  0.544
H58 2.49 3.81 3.86  0.453
H59 -0.72 -0.88 -3.08  0.401
C25 1.08 -3.76 -2.40  -0.553
C26 8.20 2.29 3.04  -0.522

---

10 unconnected molecules or ions with the total composition C26H60F18N6O10P2 in a non-equilibrium geometry, computed with ωB97M-V with the def2-TZVPD basis set.

The total charge is +2.

Each line ends with the Mulliken charge.
Cartesian coordinates (Å):
C1 -3.85 0.24 4.31  0.495
N1 2.29 -0.60 3.44  0.611
C2 -3.24 3.49 -3.61  0.184
O1 2.28 1.45 4.43  -0.513
H1 0.62 4.82 1.39  0.501
H2 5.01 1.62 -1.09  0.385
F1 1.85 -1.34 -3.18  -0.064
O2 -3.10 -0.49 4.87  -0.420
H3 -1.97 2.77 -1.99  -0.052
H4 -5.53 0.78 5.29  0.385
F2 2.76 -3.65 2.67  -0.364
H5 8.07 1.96 0.04  0.322
C3 -0.31 -3.40 -0.89  -0.700
H6 -3.60 1.11 2.37  0.257
C4 -3.40 -2.92 4.19  0.833
H7 -1.93 0.98 -4.26  0.391
H8 1.13 -4.71 0.06  0.098
C5 1.25 7.24 0.45  0.537
H9 3.54 -0.13 -2.01  0.172
H10 -0.39 -0.88 -3.70  -0.040
H11 -1.17 3.65 -3.31  0.418
F3 -2.17 -4.76 5.10  -0.273
C6 4.34 -0.37 -1.31  -0.393
H12 -0.34 1.58 -4.39  0.258
H13 0.20 -0.29 3.09  -0.238
F4 2.75 -4.85 0.57  -0.479
H14 -3.22 -1.18 1.72  -0.678
C7 -3.30 -2.27 1.77  2.062
H15 0.84 -2.04 3.25  0.403
H16 -5.11 -2.40 0.77  0.422
C8 -4.08 -2.69 0.57  -1.810
H17 -3.09 4.49 -6.98  0.368
H18 -4.31 4.78 -4.77  0.401
N2 -5.36 0.14 4.52  -0.086
C9 -0.61 -5.82 -0.09  0.747
H19 1.14 4.39 -0.29  0.416
H20 5.82 0.88 -2.22  0.421
H21 -6.92 -1.12 5.07  0.364
N3 0.35 -4.75 -0.59  0.195
C10 0.15 -6.99 0.42  -1.184
F5 3.26 -0.44 -4.51  -0.333
H22 0.61 -7.54 -0.40  0.387
C11 7.93 1.01 -0.48  -1.124
H23 0.59 -0.93 4.66  0.451
H24 -3.94 -3.76 0.40  0.359
H25 2.91 8.53 -0.20  0.343
H26 4.06 1.55 1.97  0.306
H27 -2.33 1.50 3.52  0.161
H28 -0.74 6.65 0.37  0.382
H29 -3.77 3.02 -6.24  0.365
C12 -2.10 -3.82 4.17  0.687
H30 3.89 -0.28 -0.32  -0.073
H31 0.50 -2.78 -1.27  0.307
F6 -0.57 1.08 1.70  -0.659
P1 3.36 -3.46 1.21  1.549
F7 4.75 -4.14 1.69  -0.361
C13 1.50 -1.84 -5.52  -0.144
H32 -2.17 4.56 -2.09  0.543
C14 2.52 -1.57 -4.35  0.713
P2 -0.79 0.22 0.28  1.781
C15 -0.48 -0.60 -4.75  0.116
N4 0.12 6.31 -0.04  0.005
F8 -1.90 -4.48 2.98  -0.279
H33 2.84 2.63 2.19  0.398
C16 0.38 4.86 0.33  -1.051
F9 -2.35 0.63 0.11  -0.418
C17 -1.00 0.83 -4.82  -1.196
H34 -1.21 -1.24 -5.25  0.321
F10 -0.97 -3.07 4.36  -0.264
F11 0.72 -0.30 0.35  -0.364
C18 -3.04 3.82 -6.13  -0.766
H35 2.59 -1.00 2.56  -0.330
H36 -5.27 -1.90 5.30  0.496
F12 4.08 -3.29 -0.21  -0.352
H37 8.09 1.27 -1.53  0.368
C19 2.13 7.92 -0.64  -1.167
C20 0.82 -1.01 3.61  -0.367
O3 -4.40 -3.18 5.09  -0.981
O4 1.88 -1.98 -6.81  -0.855
H38 -5.88 0.68 3.82  0.380
H39 -3.87 2.34 3.69  0.518
N5 -3.33 4.51 -4.82  -0.091
O5 -4.16 2.79 -3.39  -0.389
H40 2.52 1.28 1.20  -0.007
H41 -0.48 -7.71 0.95  0.373
H42 -1.17 -3.48 -1.55  0.513
C21 -5.92 -1.28 4.68  -0.843
H43 1.51 8.56 -1.28  0.390
H44 8.70 0.32 -0.15  0.333
F13 1.99 -2.72 0.80  -0.599
O6 1.42 7.42 1.60  -0.345
H45 -1.28 1.06 -5.85  0.362
H46 0.06 6.48 -1.04  0.373
H47 2.89 -0.92 4.20  0.458
F14 -1.27 -1.00 1.19  -0.300
C22 -3.41 1.39 3.41  -1.084
O7 -1.81 -5.79 -0.18  -0.397
C23 6.53 0.54 -0.20  0.520
O8 0.67 -0.67 -5.58  -0.347
C24 2.46 0.87 3.40  0.477
H48 -2.72 5.29 -4.64  0.371
H49 0.87 -2.69 -5.21  0.141
F15 -0.39 1.62 -0.48  -0.297
C25 2.98 1.55 2.15  -0.698
F16 3.97 -1.97 1.62  -0.414
O9 -4.01 -2.69 2.93  -0.487
H50 -5.86 -1.65 3.65  0.242
H51 -3.74 -2.27 -0.38  0.262
H52 -0.55 -2.91 0.05  -0.102
N6 5.44 0.72 -1.29  -0.107
H53 0.74 -5.09 -1.46  0.450
H54 -3.06 -1.88 4.35  -0.395
H55 4.87 -1.27 -1.60  0.411
H56 -2.10 3.28 -6.05  0.310
H57 -0.44 4.17 0.13  0.245
O10 6.22 0.29 0.91  -0.298
F17 3.38 -2.57 -4.16  -0.265
H58 2.64 7.27 -1.35  0.372
H59 -2.30 -2.70 1.67  -0.449
H60 0.98 -6.68 1.05  0.305
C26 -2.04 3.63 -2.65  -0.694
F18 -0.95 -0.64 -1.05  -0.507

---

Number 1: gap between HOMO and LUMO 0.354 Eh. Number 2: gap between HOMO and LUMO 0.234 Eh. Number 3: gap between HOMO and LUMO 0.342 Eh. Number 4: gap between HOMO and LUMO 0.093 Eh.